16
Properties=species:S:1:pos:R:3:nbo_charge:R:1 method="wB97M-V/def2-TZVPD" orbital_gap_ev="8.642 / 7.488" multiplicity=6 charge=+2 total_energy_ev=-52281.9975 de_lowest_kcal_mol=24.4 s2=8.76
C -0.835 -2.259 -0.108 0.682
F -0.443 -3.442 -0.646 -0.259
F -0.388 -1.414 -1.153 -0.318
F -2.158 -2.485 0.006 -0.266
Ru 0.111 -1.511 1.850 1.776
N -0.702 1.355 -0.056 -0.975
S -1.857 0.526 0.507 2.313
O -1.633 -0.208 1.750 -0.889
O -3.164 0.802 0.011 -0.585
S 0.838 1.327 0.554 2.123
O 1.119 0.067 1.277 -0.973
O 1.153 2.573 1.198 -0.706
C 1.823 1.189 -1.047 0.829
F 1.334 0.217 -1.771 -0.265
F 1.742 2.333 -1.675 -0.235
F 3.060 0.930 -0.697 -0.251